This record from the Open Molecules 2025 dataset describes a molecular structure, C28H47BrNOP3Ru in a non-equilibrium geometry. The level of theory is ωB97M-V with the def2-TZVPD basis set.

Geometry as XYZ:
```
82
Properties=species:S:1:pos:R:3:mulliken_spin:R:1
C -0.23586 4.20417 -2.83669 0.055
C -0.38473 2.93522 -3.41807 0.059
C -0.68348 2.86851 -4.78874 0.036
C -0.87448 4.06829 -5.48578 -0.017
N -0.76360 5.25543 -4.89786 0.052
C -0.43618 5.35237 -3.61353 -0.018
C -0.31778 1.77748 -2.53617 0.330
C -0.58518 1.61505 -1.22788 -0.181
C -1.29792 1.83825 -0.03912 0.158
C -0.61253 1.75240 1.19129 0.067
C -1.28475 1.28051 2.29059 0.028
C -2.65263 1.05108 2.15782 0.226
C -3.38958 1.31007 0.98901 0.033
C -2.70654 1.72778 -0.12952 0.088
Ru -0.16018 -0.00798 -2.05825 1.735
P 1.51619 -0.57312 -0.55127 -0.044
H -0.79927 1.92039 -5.28609 -0.004
H -0.00309 4.31943 -1.77902 0.006
H -1.13017 4.06167 -6.55113 0.000
H -0.33726 6.35419 -3.16866 0.001
H -3.19278 1.88739 -1.09547 0.000
H 0.45709 1.96199 1.21752 0.020
H -4.45907 1.12729 0.91652 0.001
H -0.73130 0.98623 3.18282 -0.007
C 1.19623 -1.69233 0.83929 0.030
C 2.11108 -2.91308 0.87199 0.001
H 0.13497 -1.97318 0.81710 -0.012
H 1.31725 -1.08806 1.75404 -0.002
H 1.76520 -3.59571 1.65681 0.001
H 2.13264 -3.47817 -0.06606 0.000
H 3.14157 -2.62852 1.11024 0.000
C 2.56475 -1.18181 -1.94226 -0.009
C 2.87150 0.02361 -2.79231 0.022
H 2.01043 -1.92838 -2.49657 0.000
H 3.45516 -1.67114 -1.52987 0.004
H 3.27569 -0.28851 -3.75431 -0.001
H 1.96812 0.61501 -2.99875 -0.001
H 3.62322 0.66557 -2.32590 -0.002
C 2.64098 0.61771 0.24328 0.004
C 3.95573 -0.02571 0.69801 -0.004
H 2.10625 1.01407 1.11470 0.005
H 2.80707 1.45090 -0.45199 0.006
H 4.67284 0.76414 0.94648 0.000
H 3.81390 -0.62823 1.60525 0.001
H 4.42816 -0.66410 -0.06245 0.000
Br -3.54858 0.38381 3.59233 0.198
P -1.54403 -1.74388 -1.73601 -0.023
C -0.31826 -3.16632 -1.84864 0.099
C -0.76378 -4.62189 -1.84221 0.035
H 0.34610 -3.05852 -0.96717 -0.024
H 0.30926 -2.98434 -2.73405 -0.003
H 0.14927 -5.23414 -1.83963 0.002
H -1.33290 -4.87934 -0.94123 0.000
H -1.33177 -4.87409 -2.74255 -0.003
C -2.45144 -2.11738 -0.20687 0.002
C -3.73842 -2.96456 -0.14100 0.002
H -2.66315 -1.14568 0.26373 0.010
H -1.70419 -2.62473 0.42551 0.002
H -3.98992 -3.05037 0.92797 -0.001
H -4.59901 -2.48927 -0.63081 0.000
H -3.62370 -3.99023 -0.51971 -0.001
C -2.44895 -0.70082 -3.02520 0.053
C -3.26221 -1.33599 -4.17668 0.006
H -1.68228 -0.04201 -3.48470 -0.013
H -3.13672 -0.02860 -2.48836 -0.006
H -3.68759 -0.51834 -4.77788 0.000
H -2.63833 -1.93754 -4.84090 0.001
H -4.10198 -1.92381 -3.79798 0.001
C -0.11984 0.82205 6.12987 0.004
P 1.47941 0.82331 5.29532 -0.024
C 2.02245 2.54024 5.32698 0.096
C 2.57901 -0.10471 6.40454 0.169
O 1.43995 0.26434 3.90421 0.726
H -0.03063 1.28365 7.11994 0.000
H -0.47396 -0.20716 6.24643 0.000
H -0.85443 1.37344 5.53356 -0.001
H 2.19418 2.87773 6.35457 0.007
H 2.94499 2.64511 4.74675 -0.002
H 1.24598 3.15996 4.86452 0.005
H 2.29940 -1.17014 6.38463 0.000
H 3.62232 -0.00451 6.06693 0.000
H 2.48618 0.27651 7.43474 0.014
```

Properties
2S+1: 5
energy above the lowest of the compared OMol25 structures with the same formula, charge and spin: 2.711 eV
HOMO (alpha / beta): -18.4 / -18.4 eV
LUMO (alpha / beta): -11.8 / -15.8 eV
orbital gap (alpha / beta): 6.603 / 2.546 eV
total charge: +4

This record from the Open Molecules 2025 dataset describes a molecular structure, C28H47CdO17P2 in a non-equilibrium geometry. The level of theory is ωB97M-V with the def2-TZVPD basis set.

Geometry as XYZ:
```
95
Properties=species:S:1:pos:R:3:lowdin_charge:R:1
Cd -0.34569 4.74412 32.18137 1.404
O -0.62021 4.08780 33.97180 -0.465
H 0.13145 4.29274 34.56133 -0.036
C -3.68976 0.69045 34.39739 -0.022
C -3.02824 1.91954 34.51744 -0.010
C -3.79497 3.00885 34.76749 -0.319
C -5.17675 2.89626 35.03580 0.002
C -5.75778 1.66696 34.96395 -0.015
C -5.01032 0.53467 34.61853 -0.321
O -5.60529 -0.70767 34.50241 0.037
O -3.27270 4.27372 34.77841 0.007
H -3.02044 -0.12882 34.18016 0.122
H -1.98339 2.15157 34.37304 0.088
H -5.75460 3.78394 35.24679 0.119
H -6.83448 1.60316 35.01919 0.120
H -6.39158 -0.88532 35.02376 0.106
H -2.33474 4.10873 34.65755 0.031
C -4.19275 7.50602 29.98861 -0.011
C -3.24097 6.68476 30.52123 -0.023
C -3.47194 5.95494 31.72427 -0.281
C -4.59231 6.20896 32.46921 -0.010
C -5.54920 7.08962 31.98001 0.006
C -5.37539 7.69926 30.71880 -0.300
O -6.38490 8.41429 30.15098 0.050
O -2.57462 5.01019 32.19264 -0.080
H -4.01399 7.87799 28.99056 0.123
H -2.27249 6.67148 30.04345 0.102
H -4.77220 5.77091 33.43986 0.113
H -6.49042 7.34253 32.44536 0.117
H -7.13214 8.73236 30.66291 0.112
H -3.00441 4.54582 32.91461 0.059
C 0.32465 4.24772 37.03704 -0.043
C 0.61517 4.93202 38.21248 -0.021
C 1.24629 4.26495 39.22598 -0.311
C 1.67455 2.91063 39.12528 0.024
C 1.30859 2.22530 37.92152 0.000
C 0.63303 2.91469 36.95467 -0.314
O 0.07760 2.25196 35.83915 -0.006
O 1.62863 5.03308 40.32552 0.025
H -0.28417 4.82012 36.35287 0.114
H 0.34446 5.96794 38.35382 0.130
H 2.23526 2.53952 39.97043 0.110
H 1.50448 1.16606 37.84364 0.116
H -0.12244 2.95939 35.22179 -0.010
H 1.80819 4.51972 41.11661 0.098
C 0.67400 0.40390 32.59242 -0.060
O -0.77371 0.55491 32.46442 -0.197
P -1.26212 1.51898 31.25601 0.491
O -0.92333 2.93006 31.47356 -0.334
O -0.61007 0.86963 29.87467 -0.188
C 0.40907 1.63081 29.17922 -0.102
O -2.81257 1.28179 31.09376 -0.181
C -3.32930 0.01384 30.91568 -0.098
H 0.83716 0.74682 33.61412 0.070
H 1.32462 1.15292 32.14102 0.074
H 1.11685 -0.59029 32.53251 0.107
H 0.18388 1.93627 28.15742 0.091
H 1.27285 1.04793 28.85948 0.092
H 0.79402 2.51016 29.69561 0.053
H -2.58509 -0.71204 31.24333 0.096
H -3.77880 -0.10060 29.92930 0.108
H -4.10806 -0.05466 31.67524 0.090
C 3.09152 2.51025 34.07892 -0.084
O 3.75339 2.97901 32.93366 -0.157
P 3.03367 4.06804 32.07921 0.424
O 1.56091 4.18575 32.29143 -0.344
O 3.89439 5.36849 32.32320 -0.166
C 5.30226 5.24876 32.18242 -0.082
O 3.29886 3.59208 30.60621 -0.192
C 3.12358 4.35304 29.51184 -0.130
H 3.63822 2.81216 34.97227 0.096
H 3.04679 1.42156 34.04953 0.101
H 2.09226 2.92337 34.21640 0.066
H 5.71386 4.26650 32.41446 0.099
H 5.82823 5.82775 32.94152 0.079
H 5.66407 5.66882 31.24395 0.101
H 2.11447 4.76429 29.48591 0.088
H 3.32246 3.77614 28.60865 0.113
H 3.77092 5.21514 29.67251 0.092
C 3.28704 5.53724 36.29114 -0.106
O 4.42667 5.24492 35.56234 -0.202
C 5.59834 5.20487 36.37498 -0.191
C 6.88215 5.19720 35.59622 -0.204
O 7.22153 6.40929 34.89231 -0.202
C 8.43442 6.33554 34.11968 -0.094
H 2.47994 5.70626 35.57832 0.090
H 3.48317 6.47812 36.80529 0.103
H 3.14723 4.66959 36.93594 0.086
H 5.61821 4.29777 36.97904 0.131
H 5.71467 6.01311 37.09700 0.133
H 6.87703 4.36957 34.88692 0.115
H 7.72490 4.95086 36.24214 0.128
H 8.41750 5.53188 33.38350 0.082
H 9.31557 6.20963 34.74881 0.085
H 8.55454 7.33478 33.70112 0.092
```

Properties
energy above the lowest of the compared OMol25 structures with the same formula, charge and spin: 1.696 eV
HOMO: -10.0 eV
LUMO: -3.4 eV
orbital gap: 6.663 eV
total charge: +1